[1]
130
Properties=species:S:1:pos:R:3:forces:R:3 method="wB97M-V/def2-TZVPD" multiplicity=2 homo_ha="-0.5386 / -0.5377" total_energy_ev=-58956.216 charge=+3 relative_energy_ev=0.236
C -2.0593 -5.2696 -1.4343 0.0 0.1 0.5
C -2.5412 -4.6534 -0.0986 0.2 0.9 -0.3
C -1.3580 -4.0079 0.7072 -1.9 0.4 0.7
N -1.8113 -3.2440 2.0034 0.1 -0.9 0.4
C -0.4988 -2.7471 2.6243 0.2 0.9 -0.1
C -0.5658 -1.9726 3.9524 -1.4 -1.0 1.0
C -1.2539 -2.9068 4.9970 -0.3 -0.5 -1.4
C -2.6243 -3.4078 4.3680 0.5 -0.5 -0.7
C -2.5562 -4.1735 2.9512 0.3 1.5 2.1
C -2.7258 -2.0697 1.6876 0.9 -0.9 -0.9
H -1.6453 -4.5366 -2.1267 0.0 0.3 0.2
H -2.8984 -5.7230 -1.9620 0.1 -0.2 0.2
H -1.2775 -6.0071 -1.2527 -0.1 -0.2 -0.1
H -3.1695 -5.3428 0.4654 0.7 -0.5 0.3
H -3.3109 -3.9210 -0.3416 0.3 0.6 -0.2
H -0.8588 -3.1865 0.1932 0.2 -0.4 -0.6
H -0.6759 -4.7750 1.0736 0.1 0.1 -0.2
H 0.1496 -3.6206 2.6931 -0.1 -0.1 0.3
H -0.0295 -2.0797 1.9015 -0.3 -0.1 -0.5
H 0.4253 -1.6851 4.3034 0.2 -0.3 -0.3
H -1.1363 -1.0439 3.9426 0.0 0.1 -0.7
H -0.5259 -3.7071 5.1301 -0.4 -0.5 0.2
H -1.3993 -2.4594 5.9802 -0.2 0.2 -0.2
H -3.2320 -4.0448 5.0106 0.4 0.0 0.3
H -3.2476 -2.5326 4.1842 0.0 0.0 0.2
H -2.1303 -5.1715 3.0546 0.6 0.3 -0.3
H -3.5793 -4.3153 2.6030 0.1 0.2 -0.2
H -3.6271 -2.5137 1.2648 -0.1 0.4 0.2
H -2.1733 -1.5416 0.9104 -0.2 0.6 0.1
H -2.9063 -1.4693 2.5792 0.1 -0.2 -0.4
C -0.7752 5.7224 2.2247 1.0 1.2 2.3
C -1.6829 4.8901 1.4393 -2.3 0.3 -0.4
C -3.1749 5.3017 1.9040 -0.4 -1.2 -1.4
N -4.3716 4.8530 0.9112 2.1 0.3 1.2
C -5.7477 5.0191 1.6340 0.5 0.3 -2.1
C -6.1764 6.4735 1.7455 -0.1 0.0 -0.2
C -6.0714 7.2053 0.3890 1.4 0.5 -0.2
C -4.6204 7.1876 -0.2703 -2.4 -1.4 1.3
C -4.2252 5.7263 -0.3885 -0.1 -0.6 0.2
C -4.1875 3.3507 0.5574 0.3 2.0 0.4
H 0.2696 5.4142 2.1848 0.0 0.1 -0.2
H -1.0654 5.6358 3.2718 0.2 -0.3 0.4
H -0.8370 6.8056 2.1208 0.0 0.0 -0.8
H -1.4869 3.8487 1.6948 -0.3 -0.1 -0.2
H -1.4669 5.0529 0.3834 -0.5 -0.2 -0.2
H -3.3362 6.3667 2.0704 0.4 0.0 -0.4
H -3.3915 4.8506 2.8723 0.0 -0.3 -0.1
H -5.8243 4.4155 2.5383 0.6 0.2 0.1
H -6.3976 4.5419 0.9006 -0.3 -0.1 0.0
H -5.7093 6.9884 2.5851 0.3 0.1 -0.2
H -7.2341 6.4197 2.0033 -0.1 0.1 0.1
H -6.3413 8.2596 0.4493 -0.4 -0.2 0.3
H -6.7510 6.7191 -0.3110 -0.1 0.0 -0.1
H -3.8976 7.7473 0.3233 0.0 0.1 -0.2
H -4.7317 7.5585 -1.2892 0.4 0.2 0.1
H -3.2078 5.7651 -0.7778 0.2 -1.0 0.6
H -4.8164 5.1488 -1.0991 -0.2 0.4 -0.2
H -3.1236 3.2461 0.3444 -0.4 -0.3 -0.1
H -4.7902 3.1507 -0.3286 0.0 -0.2 0.3
H -4.4790 2.8055 1.4551 0.0 -0.2 -0.3
C 6.1609 -5.4537 -3.9010 0.7 0.1 0.2
C 4.6662 -5.3625 -4.1167 -0.9 0.0 0.1
C 4.1379 -3.9002 -4.1026 -0.5 -1.4 0.0
N 2.6595 -3.7438 -4.5053 -0.8 -0.8 -0.9
C 1.6061 -4.5243 -3.5887 0.7 0.4 0.7
C 1.5751 -3.9614 -2.1491 0.6 0.9 -1.0
C 1.2628 -2.4819 -2.2623 0.4 1.8 -0.5
C 2.2447 -1.6224 -3.1683 -0.4 -1.5 -0.8
C 2.3438 -2.2514 -4.6023 0.2 0.5 1.4
C 2.3782 -4.3143 -5.8969 -0.6 -0.1 0.3
H 6.4805 -6.4876 -3.7700 -0.2 0.0 -0.1
H 6.5040 -4.9450 -3.0002 -0.2 0.1 0.1
H 6.7587 -5.0397 -4.7130 -0.2 0.0 -0.2
H 4.1594 -5.9559 -3.3557 0.0 0.2 0.5
H 4.3767 -5.9221 -5.0062 0.2 0.4 -0.4
H 4.7084 -3.3018 -4.8129 -0.1 0.1 0.1
H 4.2081 -3.5151 -3.0853 0.2 0.2 -0.2
H 1.8452 -5.5872 -3.5536 0.4 0.1 -0.5
H 0.6407 -4.4341 -4.0865 0.1 0.3 0.0
H 2.5518 -4.1475 -1.7024 0.0 -0.1 0.3
H 0.7984 -4.3659 -1.5000 0.1 -0.7 -0.4
H 1.1095 -1.9441 -1.3267 0.3 -0.2 0.3
H 0.2616 -2.4171 -2.6886 -0.1 0.1 -0.4
H 3.2730 -1.5863 -2.8084 0.0 -0.2 0.5
H 1.9716 -0.5722 -3.2716 -0.5 -0.1 0.1
H 3.1651 -1.7802 -5.1422 0.1 -0.2 0.0
H 1.4640 -2.0725 -5.2204 -0.2 -0.4 0.3
H 1.3375 -4.0463 -6.0791 0.1 -0.1 -0.2
H 2.4438 -5.4023 -5.8930 0.2 0.2 0.1
H 2.9567 -3.9045 -6.7249 0.4 0.2 0.5
C 3.0817 -2.8876 1.7546 0.5 1.0 0.0
C 3.4744 -1.4458 2.2391 0.1 -0.9 -1.3
C 3.4284 -0.5383 0.9763 -1.1 1.6 1.5
N 3.5277 1.0176 1.2216 1.3 0.0 1.2
C 2.3200 1.5392 2.1472 0.7 -0.3 -1.8
C 2.2049 3.0613 2.2883 2.0 -0.4 -0.8
C 2.2762 3.7051 0.8904 -0.3 -0.8 0.1
C 3.4882 3.2471 0.0470 -0.7 -0.8 -0.2
C 3.5248 1.7054 -0.2021 -0.3 0.5 2.9
C 4.8406 1.2817 1.9961 -0.8 0.6 -0.4
H 3.1338 -3.5730 2.6005 -0.2 -0.1 -0.2
H 3.7777 -3.2042 0.9778 0.2 -0.2 0.2
H 2.1113 -2.8925 1.2581 -0.2 0.0 0.3
H 4.4938 -1.5160 2.6184 -0.1 0.1 0.1
H 2.8050 -1.1889 3.0600 0.0 0.4 -0.2
H 2.4298 -0.5717 0.5408 0.0 -0.5 -0.4
H 4.2190 -0.7799 0.2658 -0.1 0.0 0.1
H 1.4587 1.2613 1.5396 -0.3 -0.8 0.4
H 2.4862 0.9960 3.0775 -0.5 0.1 -0.1
H 1.2934 3.3178 2.8283 0.1 -0.1 0.0
H 3.0808 3.4258 2.8250 -0.2 0.2 0.5
H 1.3840 3.3506 0.3743 -0.3 0.4 -0.4
H 2.2641 4.7890 1.0052 0.0 0.0 -0.3
H 3.4021 3.6699 -0.9539 0.2 0.3 0.1
H 4.4098 3.5969 0.5123 0.2 -0.1 -0.2
H 2.6146 1.2628 -0.6067 0.0 0.5 -0.6
H 4.4379 1.4017 -0.7140 -0.2 -0.1 0.0
H 4.9445 0.6109 2.8489 -0.1 -0.3 -0.5
H 4.8360 2.2681 2.4598 -0.2 0.1 -0.4
H 5.6718 1.2495 1.2917 0.0 -0.3 0.2
O -2.0656 0.9736 -0.6036 0.1 -0.6 0.2
C -0.7653 0.7029 -0.8104 4.1 -1.8 2.1
O -0.1535 -0.2695 -0.2257 -2.0 0.3 -0.4
O -0.1122 1.5654 -1.4348 -0.3 0.8 -1.1
H -1.9447 1.8356 -1.0084 -1.5 1.1 -0.5
O -0.5089 3.8521 -3.1884 -1.9 2.1 0.4
C -1.7331 4.2107 -2.7479 1.5 -0.7 -1.9
O -2.2720 5.3224 -3.0931 0.1 -0.2 0.6
O -2.3671 3.3527 -2.1472 -1.6 1.0 0.8
H -0.6555 2.9967 -2.7780 1.9 -2.2 0.4

[2]
25
Properties=species:S:1:pos:R:3:forces:R:3 method="wB97M-V/def2-TZVPD" multiplicity=1 homo_ha=-0.2928 total_energy_ev=-11506.862 charge=0 relative_energy_ev=3.193
C -1.8918 0.1197 0.2813 1.3 1.7 0.5
C 0.1035 0.3950 0.0415 -4.5 0.4 1.0
C 0.2870 -0.8704 -0.5873 5.8 -1.1 -1.1
C 2.2162 -0.9606 -0.7632 -3.2 -0.8 -0.4
C 0.4076 1.6753 -0.6933 -0.4 0.0 0.1
C 2.9276 -1.0067 0.5652 0.0 0.0 0.3
N -2.0842 0.0225 1.6861 0.3 -0.3 1.0
N -2.5446 1.2861 -0.1955 0.0 0.7 -1.0
O -2.5078 -0.9922 -0.3070 0.9 -0.4 0.1
H -2.2895 -1.7410 0.2677 0.0 0.0 -0.2
H 0.4627 0.4257 1.0717 -0.2 -0.1 0.0
H -3.5537 1.1923 -0.0560 0.2 0.0 0.0
H -2.4147 1.3532 -1.2004 0.0 0.2 -0.1
H -3.0840 0.0108 1.8964 0.1 -0.1 -0.1
H -1.7161 0.8588 2.1267 0.1 -0.1 0.0
H 0.0998 -1.7354 0.0461 -0.2 0.0 -0.2
H -0.0802 -0.9621 -1.6077 -0.1 -0.1 0.2
H 2.2931 -1.8985 -1.3167 0.3 0.1 0.1
H 2.5611 -0.1508 -1.4066 -0.2 0.0 0.1
H 0.2045 1.5836 -1.7629 0.1 0.0 0.0
H 1.4494 1.9719 -0.5534 0.1 -0.1 -0.1
H -0.2088 2.4868 -0.2940 0.1 -0.1 -0.1
H 3.0406 -0.0063 0.9935 0.0 -0.1 0.0
H 2.3865 -1.6234 1.2909 0.0 0.1 -0.1
H 3.9360 -1.4342 0.4770 -0.2 0.1 -0.1

Please write out number 2 again, unchanged.
25
Properties=species:S:1:pos:R:3:forces:R:3 method="wB97M-V/def2-TZVPD" multiplicity=1 homo_ha=-0.2928 total_energy_ev=-11506.862 charge=0 relative_energy_ev=3.193
C -1.8918 0.1197 0.2813 1.3 1.7 0.5
C 0.1035 0.3950 0.0415 -4.5 0.4 1.0
C 0.2870 -0.8704 -0.5873 5.8 -1.1 -1.1
C 2.2162 -0.9606 -0.7632 -3.2 -0.8 -0.4
C 0.4076 1.6753 -0.6933 -0.4 0.0 0.1
C 2.9276 -1.0067 0.5652 0.0 0.0 0.3
N -2.0842 0.0225 1.6861 0.3 -0.3 1.0
N -2.5446 1.2861 -0.1955 0.0 0.7 -1.0
O -2.5078 -0.9922 -0.3070 0.9 -0.4 0.1
H -2.2895 -1.7410 0.2677 0.0 0.0 -0.2
H 0.4627 0.4257 1.0717 -0.2 -0.1 0.0
H -3.5537 1.1923 -0.0560 0.2 0.0 0.0
H -2.4147 1.3532 -1.2004 0.0 0.2 -0.1
H -3.0840 0.0108 1.8964 0.1 -0.1 -0.1
H -1.7161 0.8588 2.1267 0.1 -0.1 0.0
H 0.0998 -1.7354 0.0461 -0.2 0.0 -0.2
H -0.0802 -0.9621 -1.6077 -0.1 -0.1 0.2
H 2.2931 -1.8985 -1.3167 0.3 0.1 0.1
H 2.5611 -0.1508 -1.4066 -0.2 0.0 0.1
H 0.2045 1.5836 -1.7629 0.1 0.0 0.0
H 1.4494 1.9719 -0.5534 0.1 -0.1 -0.1
H -0.2088 2.4868 -0.2940 0.1 -0.1 -0.1
H 3.0406 -0.0063 0.9935 0.0 -0.1 0.0
H 2.3865 -1.6234 1.2909 0.0 0.1 -0.1
H 3.9360 -1.4342 0.4770 -0.2 0.1 -0.1